Below is C48H28BrMnN10S5 as an isolated structure in a non-equilibrium geometry, with properties calculated with ωB97M-V/def2-TZVPD.

Positions of all 93 atoms, in Å:
Mn 0.263 -0.623 -0.342
C -3.405 2.224 -4.957
C -4.410 1.337 -4.544
C -4.145 0.343 -3.622
C -2.858 0.244 -3.105
C -2.295 -0.575 -2.065
N -1.025 -0.134 -1.811
C -0.709 0.815 -2.701
N 0.605 1.217 -2.678
C 2.512 0.652 -1.406
C 3.527 1.622 -1.401
C 4.165 2.666 -2.104
C 4.696 3.758 -1.459
C 4.529 4.260 -0.097
C 3.626 3.932 0.858
C 2.659 2.838 0.518
C 1.509 2.209 1.276
N 0.694 2.736 2.138
C -0.352 1.984 2.584
N -0.592 0.720 2.222
C -1.604 0.242 2.972
N -2.078 -0.989 2.881
C -1.966 -1.735 1.791
N -1.585 -1.332 0.525
C -2.330 -2.095 -0.350
N -2.805 -1.655 -1.505
C -2.864 -3.260 0.338
C -3.499 -4.413 -0.099
C -3.901 -5.329 0.860
C -3.710 -5.080 2.222
C -3.096 -3.917 2.658
C -2.647 -3.023 1.698
C -2.082 1.269 3.889
C -3.114 1.339 4.813
C -3.361 2.560 5.422
C -2.607 3.695 5.114
C -1.565 3.631 4.201
C -1.302 2.409 3.602
N 1.341 0.909 0.724
C -1.842 1.156 -3.504
C -2.124 2.142 -4.452
H -3.650 2.998 -5.674
H -5.410 1.447 -4.943
H -4.917 -0.336 -3.285
H 4.291 2.594 -3.178
H 5.289 4.418 -2.083
H 5.197 5.083 0.139
H 3.583 4.452 1.807
H -3.662 -4.591 -1.154
H -4.375 -6.253 0.553
H -4.048 -5.808 2.949
H -2.957 -3.714 3.713
H -3.712 0.466 5.043
H -4.162 2.643 6.148
H -2.851 4.637 5.590
H -0.982 4.505 3.941
H -1.368 2.845 -4.776
Br -0.004 -5.260 5.565
C 0.464 -4.066 4.157
C 0.759 -2.748 4.452
C 1.065 -1.872 3.425
C 1.067 -2.299 2.089
C 0.775 -3.646 1.828
C 0.471 -4.524 2.851
N 1.336 -1.458 1.021
C 2.052 -0.292 1.240
C 2.587 0.476 0.088
C 3.548 1.637 0.095
C 1.708 3.530 -0.489
C 1.259 3.478 -1.814
C 0.901 2.587 -2.801
N 1.301 0.365 -1.867
H 0.720 -2.397 5.475
H 1.230 -0.830 3.663
H 0.776 -3.988 0.802
H 0.224 -5.554 2.635
H 2.621 -0.168 2.162
H 4.489 1.583 0.638
H 1.430 4.469 -0.020
H 1.030 4.488 -2.160
H 0.551 2.991 -3.741
C 1.528 -0.597 -5.605
S 1.125 -2.192 -4.824
C 2.368 -2.270 -3.595
C 2.111 -2.546 -2.293
S 0.549 -2.766 -1.599
S 3.550 -2.738 -1.288
C 4.740 -2.342 -2.485
S 6.344 -2.234 -2.170
S 4.052 -2.086 -4.054
H 0.687 -0.363 -6.255
H 2.446 -0.673 -6.184
H 1.623 0.165 -4.836

As for the LUMO energy (alpha / beta): 0.0103 / 0.0016 hartree. The spin multiplicity is 6. As for the largest force on an atom: 3.15 eV/A. The total energy is -220665.423 eV. As for the total charge: -1. The calculation puts the HOMO energy (alpha / beta) at -3.6 / -3.7 eV. The gap between HOMO and LUMO (alpha / beta) is 3.861 / 3.701 eV.

***

Below is C48H29N8RhS5Te as an isolated structure, with properties calculated with ωB97M-V/def2-TZVPD.

Positions of all 92 atoms, in Å:
Rh 0.056 -0.260 -0.067
C -2.597 -3.730 -4.981
C -3.803 -3.368 -4.387
C -3.829 -2.640 -3.201
C -2.618 -2.296 -2.636
C -2.279 -1.521 -1.430
N -3.164 -1.025 -0.613
C -2.870 -0.195 0.410
C -3.836 0.290 1.369
C -5.175 -0.014 1.582
C -5.807 0.583 2.661
C -5.123 1.472 3.503
C -3.793 1.792 3.282
C -3.150 1.191 2.206
C -1.783 1.221 1.738
N -0.812 1.990 2.281
C 0.452 1.875 1.987
N 1.041 0.959 1.164
C 2.401 1.130 1.190
N 3.299 0.442 0.548
C 3.017 -0.488 -0.390
N 1.782 -0.851 -0.843
C 1.914 -1.735 -1.869
N 0.927 -2.287 -2.607
C -0.342 -2.121 -2.372
N -0.916 -1.463 -1.319
C -1.411 -2.669 -3.226
C -1.379 -3.387 -4.402
C 3.323 -1.981 -2.089
C 3.999 -2.773 -3.007
C 5.383 -2.786 -2.950
C 6.077 -2.010 -2.013
C 5.407 -1.200 -1.111
C 4.018 -1.202 -1.149
C 2.718 2.243 2.099
C 3.911 2.840 2.450
C 3.860 3.919 3.328
C 2.646 4.372 3.837
C 1.445 3.775 3.469
C 1.501 2.710 2.593
N -1.662 0.368 0.687
H -2.614 -4.280 -5.914
H -4.732 -3.652 -4.864
H -4.759 -2.335 -2.739
H -5.686 -0.707 0.927
H -6.848 0.364 2.862
H -5.645 1.908 4.346
H -3.261 2.473 3.936
H -0.436 -3.666 -4.855
H 3.452 -3.341 -3.749
H 5.946 -3.396 -3.646
H 7.160 -2.036 -2.007
H 5.940 -0.578 -0.403
H 4.846 2.490 2.033
H 4.774 4.426 3.609
H 2.638 5.206 4.527
H 0.495 4.136 3.844
C -1.790 4.940 1.211
S -1.748 3.965 -0.315
C -0.063 3.956 -0.673
C 0.476 2.983 -1.522
S -0.379 1.723 -2.193
S 2.189 3.175 -1.847
C 2.456 4.593 -0.888
S 3.897 5.332 -0.731
S 1.019 5.174 -0.089
H -2.844 5.089 1.432
H -1.305 5.904 1.073
H -1.311 4.363 2.002
Te 0.270 -2.343 2.139
C -1.307 -3.085 3.366
C -1.116 -4.286 4.043
C -2.071 -4.726 4.950
C -3.211 -3.970 5.187
C -3.420 -2.795 4.479
C -2.476 -2.359 3.559
C 0.981 -1.021 3.648
C 2.360 -0.941 3.829
C 2.887 -0.085 4.788
C 2.040 0.675 5.582
C 0.666 0.585 5.407
C 0.135 -0.255 4.437
H -0.219 -4.868 3.874
H -1.914 -5.657 5.481
H -3.935 -4.295 5.924
H -4.315 -2.206 4.640
H -2.662 -1.457 2.989
H 3.024 -1.544 3.222
H 3.960 -0.026 4.917
H 2.453 1.338 6.331
H -0.002 1.170 6.027
H -0.938 -0.299 4.305

As for the LUMO energy (alpha / beta): -0.0312 / -0.0949 hartree. The spin multiplicity is 5. As for the largest force on an atom: 0.80 eV/A. The total energy is -126647.566 eV. The calculation puts the HOMO energy (alpha / beta) at -5.6 / -8.1 eV. The gap between HOMO and LUMO (alpha / beta) is 4.787 / 5.491 eV.

***

Below is C48H31CdF4N5PSSb as an isolated structure, with properties calculated with ωB97M-V/def2-TZVPD.

Positions of all 92 atoms, in Å:
Cd 0.166 -0.004 -0.235
N -0.551 -0.720 3.242
C -0.343 -2.097 3.137
C 0.029 -2.831 4.264
C 0.204 -4.199 4.197
C 0.021 -4.881 2.998
C -0.367 -4.177 1.878
C -0.573 -2.792 1.936
P -1.201 -1.948 0.483
C -2.853 -1.312 0.832
C -3.536 -1.614 2.004
C -4.832 -1.147 2.177
C -5.438 -0.383 1.190
C -4.753 -0.081 0.019
C -3.462 -0.544 -0.159
C -1.387 -3.138 -0.854
C -0.367 -3.303 -1.789
C -0.500 -4.246 -2.797
C -1.651 -5.018 -2.874
C -2.671 -4.851 -1.946
C -2.544 -3.912 -0.935
H -0.097 -0.165 2.528
H -0.269 -0.356 4.142
H 0.197 -2.308 5.198
H 0.498 -4.739 5.087
H 0.167 -5.951 2.945
H -0.535 -4.704 0.948
H -3.066 -2.214 2.773
H -5.371 -1.386 3.085
H -6.450 -0.027 1.330
H -5.232 0.506 -0.754
H -2.933 -0.331 -1.084
H 0.533 -2.701 -1.735
H 0.292 -4.377 -3.522
H -1.755 -5.752 -3.662
H -3.567 -5.453 -2.010
H -3.342 -3.780 -0.215
S 0.804 2.174 0.660
Sb -0.981 3.317 -0.304
C -2.595 3.365 1.011
C -3.526 4.395 0.904
C -4.619 4.408 1.759
C -4.768 3.406 2.709
C -3.832 2.384 2.811
C -2.740 2.356 1.959
C -1.546 2.149 -1.960
C -2.884 2.069 -2.326
C -3.264 1.217 -3.356
C -2.319 0.432 -4.002
C -0.977 0.521 -3.651
C -0.585 1.393 -2.641
C -0.484 5.239 -0.922
C -0.290 6.235 0.032
C 0.036 7.514 -0.391
C 0.163 7.787 -1.747
C -0.034 6.789 -2.691
C -0.360 5.504 -2.282
H -3.401 5.188 0.176
H -5.346 5.206 1.691
H -5.615 3.428 3.381
H -3.948 1.611 3.558
H -2.007 1.562 2.051
H -3.636 2.649 -1.803
H -4.305 1.158 -3.647
H -2.625 -0.239 -4.793
H -0.233 -0.062 -4.178
H 0.475 1.529 -2.439
H -0.390 6.027 1.091
H 0.190 8.298 0.338
H 0.416 8.788 -2.070
H 0.063 7.010 -3.745
H -0.518 4.726 -3.021
F 5.691 -1.350 2.315
C 6.191 -1.490 1.095
C 7.493 -1.779 0.933
F 8.251 -1.920 1.997
C 8.097 -1.944 -0.381
C 7.182 -1.769 -1.500
C 5.884 -1.480 -1.321
F 5.084 -1.332 -2.375
C 5.295 -1.320 -0.018
C 3.969 -1.028 0.150
C 3.285 -0.852 1.397
N 2.558 -0.670 2.270
C 3.023 -0.844 -0.904
N 2.103 -0.661 -1.576
F 7.643 -1.901 -2.723
C 9.413 -2.242 -0.552
C 10.027 -2.412 -1.836
N 10.576 -2.576 -2.831
C 10.334 -2.424 0.531
N 11.119 -2.602 1.350

As for the LUMO energy (alpha / beta): -0.2775 / -0.2775 hartree. The spin multiplicity is 1. As for the largest force on an atom: 0.13 eV/A. The total energy is -99809.064 eV. As for the total charge: +2. The calculation puts the HOMO energy (alpha / beta) at -13.0 / -13.0 eV. The gap between HOMO and LUMO (alpha / beta) is 5.432 / 5.431 eV.